# 1
Molecular formula: C25H45Cl14F3O5
Method: DFT, ωB97M-V with the def2-TZVPD basis set

## Properties
Gap between HOMO and LUMO in eV: 10.39
Net charge: 0
SMILES string: CCCC[C@H]1OC(=O)O[C@]1(COC)COC(F)(F)F.ClCCCl.ClCCCl.ClCCCl.ClCCCl.ClCCCl.ClCCCl.ClCCCl
E_HOMO in eV: -10.2
Spin multiplicity: 1
Lowest unoccupied orbital energy in eV: 0.2

Bonds (Å) are listed after each position.
Cartesian coordinates (Å):
1 C 6.8896 -2.4041 -0.0976  C2 1.605, H20 1.140, H21 1.156, H22 1.158
2 C 5.7246 -3.0624 -0.9840  C1 1.605, C3 1.607, H23 1.157, H24 1.159
3 C 4.3059 -2.3112 -0.9057  C2 1.607, C4 1.603, H25 1.151, H26 1.156
4 C 3.7168 -2.1341 0.5745  C3 1.603, C5 1.612, H27 1.161, H28 1.157
5 C 2.3311 -1.3138 0.6501  C4 1.612, O6 1.468, C10 1.632, H29 1.144
6 O 2.4686 -0.0978 -0.1601  C5 1.468, C7 1.424
7 C 1.7349 -0.1950 -1.3770  O6 1.424, O8 1.239, O9 1.433
8 O 1.5003 0.6383 -2.2640  C7 1.239
9 O 1.2327 -1.5367 -1.3610  C7 1.433, C10 1.435
10 C 1.0108 -1.9985 -0.0206  C5 1.632, O9 1.435, C11 1.620, C14 1.612
11 C 0.8195 -3.5872 0.2301  C10 1.620, O12 1.447, H30 1.152, H31 1.147
12 O 1.2045 -4.4021 -0.9020  C11 1.447, C13 1.463
13 C 0.1910 -5.4365 -1.1098  O12 1.463, H32 1.141, H33 1.151, H34 1.156
14 C -0.1694 -1.3709 0.8811  C10 1.612, O15 1.444, H35 1.141, H36 1.158
15 O -1.4722 -1.2953 0.2632  C14 1.444, C16 1.397
16 C -1.6425 -0.2343 -0.6302  O15 1.397, F17 1.405, F18 1.432, F19 1.441
17 F -0.9459 0.9514 -0.3408  C16 1.405
18 F -1.4387 -0.5852 -2.0039  C16 1.432
19 F -3.0394 0.1139 -0.5704  C16 1.441
20 H 6.5491 -1.9451 0.8884  C1 1.140
21 H 7.5339 -1.6780 -0.7262  C1 1.156
22 H 7.6135 -3.2626 0.1846  C1 1.158
23 H 5.5937 -4.1959 -0.7954  C2 1.157
24 H 6.0778 -2.9941 -2.0853  C2 1.159
25 H 4.3357 -1.2948 -1.4450  C3 1.151
26 H 3.5522 -2.9665 -1.4879  C3 1.156
27 H 4.4787 -1.5277 1.2066  C4 1.161
28 H 3.6081 -3.1403 1.1359  C4 1.157
29 H 2.1813 -1.1779 1.7763  C5 1.144
30 H 1.4303 -3.9152 1.1499  C11 1.152
31 H -0.2854 -3.8008 0.4539  C11 1.147
32 H 0.5823 -6.3064 -1.7358  C13 1.141
33 H -0.6811 -4.9656 -1.6958  C13 1.151
34 H -0.1675 -5.8886 -0.1079  C13 1.156
35 H 0.2273 -0.4045 1.3396  C14 1.141
36 H -0.2899 -2.0980 1.7749  C14 1.158
37 Cl 6.4755 -6.1850 -2.8822  C38 1.781
38 C 6.4499 -5.5470 -4.5450  Cl37 1.781, C39 1.516, H41 1.091, H42 1.092
39 C 7.6154 -4.6179 -4.8193  C38 1.516, Cl40 1.782, H43 1.092, H44 1.092
40 Cl 7.4850 -3.0880 -3.9151  C39 1.782
41 H 5.4923 -5.0470 -4.7012  C38 1.091
42 H 6.4975 -6.4082 -5.2146  C38 1.092
43 H 7.6396 -4.3570 -5.8793  C39 1.092
44 H 8.5688 -5.0830 -4.5618  C39 1.092
45 Cl 8.1311 -5.7576 3.9395  C46 1.782
46 C 8.0898 -4.0658 3.3822  Cl45 1.782, C47 1.515, H49 1.091, H50 1.092
47 C 6.8417 -3.3412 3.8444  C46 1.515, Cl48 1.783, H51 1.090, H52 1.092
48 Cl 5.3730 -3.9538 3.0413  C47 1.783
49 H 8.1743 -4.0657 2.2943  C46 1.091
50 H 8.9754 -3.5761 3.7925  C46 1.092
51 H 6.9177 -2.2820 3.6001  C47 1.090
52 H 6.7006 -3.4318 4.9230  C47 1.092
53 Cl 5.3513 -0.5715 2.9423  C54 1.782
54 C 4.1418 0.5989 3.5279  Cl53 1.782, C55 1.515, H57 1.091, H58 1.092
55 C 4.5190 1.1854 4.8731  C54 1.515, Cl56 1.781, H59 1.092, H60 1.091
56 Cl 4.4237 -0.0195 6.1814  C55 1.781
57 H 3.1742 0.0952 3.5662  C54 1.091
58 H 4.0824 1.3928 2.7804  C54 1.092
59 H 3.8283 1.9901 5.1329  C55 1.092
60 H 5.5306 1.5953 4.8629  C55 1.091
61 Cl -7.9085 0.4153 -0.0530  C62 1.782
62 C -6.7781 1.5505 -0.8344  Cl61 1.782, C63 1.515, H65 1.092, H66 1.092
63 C -5.5626 1.8305 0.0257  C62 1.515, Cl64 1.782, H67 1.092, H68 1.091
64 Cl -5.9710 2.7756 1.4803  C63 1.782
65 H -7.3244 2.4669 -1.0673  C62 1.092
66 H -6.4680 1.0903 -1.7750  C62 1.092
67 H -4.8363 2.4184 -0.5393  C63 1.092
68 H -5.0766 0.9083 0.3468  C63 1.091
69 Cl -7.6777 4.7439 -1.4010  C70 1.783
70 C -6.5456 5.8793 -2.1797  Cl69 1.783, C71 1.515, H73 1.091, H74 1.092
71 C -5.3310 6.1575 -1.3170  C70 1.515, Cl72 1.781, H75 1.092, H76 1.092
72 Cl -5.7414 7.1002 0.1372  C71 1.781
73 H -7.0915 6.7952 -2.4128  C70 1.091
74 H -6.2348 5.4201 -3.1207  C70 1.092
75 H -4.6039 6.7457 -1.8807  C71 1.092
76 H -4.8458 5.2336 -0.9960  C71 1.092
77 Cl -8.3920 1.5468 7.3574  C78 1.782
78 C -8.4045 2.1803 5.6921  Cl77 1.782, C79 1.515, H81 1.091, H82 1.092
79 C -7.2353 3.1060 5.4234  C78 1.515, Cl80 1.781, H83 1.092, H84 1.091
80 Cl -7.3695 4.6378 6.3230  C79 1.781
81 H -9.3597 2.6820 5.5279  C78 1.091
82 H -8.3541 1.3173 5.0252  C78 1.092
83 H -7.2033 3.3640 4.3629  C79 1.092
84 H -6.2847 2.6398 5.6886  C79 1.091
85 Cl -7.3550 8.7784 -4.0508  C86 1.781
86 C -8.3889 8.6549 -5.4962  Cl85 1.781, C87 1.516, H89 1.091, H90 1.092
87 C -8.5061 7.2284 -5.9947  C86 1.516, Cl88 1.781, H91 1.092, H92 1.092
88 Cl -6.9738 6.6256 -6.6741  C87 1.781
89 H -7.9802 9.3163 -6.2620  C86 1.091
90 H -9.3742 9.0308 -5.2131  C86 1.092
91 H -9.2489 7.1751 -6.7932  C87 1.092
92 H -8.8139 6.5487 -5.1978  C87 1.092


# 2
Molecular formula: C5H3O5S
Method: DFT, ωB97M-V with the def2-TZVPD basis set

## Properties
Gap between HOMO and LUMO (spin up / spin down) in eV: 4.77 / 6.51
Net charge: -1
E_HOMO (spin up / spin down) in eV: -1.2 / -5.3
Spin multiplicity: 3
Lowest unoccupied orbital energy (spin up / spin down) in eV: 3.6 / 1.2

Bonds (Å) are listed after each position.
Cartesian coordinates (Å):
1 C -1.6902 0.3949 -0.1561  C2 1.420, C3 1.361, H12 1.073
2 C -0.4818 -0.0697 -0.7391  C1 1.420, C4 1.365, H13 1.071
3 C -1.3132 1.2256 0.8541  C1 1.361, O10 1.347, H14 1.074
4 C 0.5312 0.5235 -0.0423  C2 1.365, O10 1.340, S11 1.825
5 C -1.4954 -2.5932 -0.2894  O7 1.132
6 O 2.8761 1.5796 -0.4893  S11 1.457
7 O -0.9858 -2.8919 0.6762  C5 1.132
8 O 2.4364 -0.7103 -1.2514  S11 1.458
9 O 2.6925 -0.2452 1.1436  S11 1.457
10 O 0.0296 1.3029 0.9253  C3 1.347, C4 1.340
11 S 2.3330 0.2657 -0.1729  C4 1.825, O6 1.457, O8 1.458, O9 1.457
12 H -2.6920 0.1445 -0.4462  C1 1.073
13 H -0.3618 -0.7255 -1.5767  C2 1.071
14 H -1.8784 1.7990 1.5643  C3 1.074


# 3
Molecular formula: C3H8O2S2
Method: DFT, ωB97M-V with the def2-TZVPD basis set

## Properties
Gap between HOMO and LUMO in eV: 9.55
Net charge: 0
Relative energy (zero: lowest compared OMol25 entry of this formula, charge and spin) in kcal/mol: 45.43
SMILES string: C[C@@H](O)C(O)(S)S
E_HOMO in eV: -9.1
Spin multiplicity: 1
Lowest unoccupied orbital energy in eV: 0.5

Bonds (Å) are listed after each position.
Cartesian coordinates (Å):
1 C -1.4833 -0.7029 0.7192  C2 1.551, H8 1.129, H9 1.088, H10 1.143
2 C -0.0014 -0.7523 0.2631  C1 1.551, O3 1.372, C4 1.487, H11 1.070
3 O 0.2855 -1.6051 -0.7730  C2 1.372, H12 0.994
4 C 0.6444 0.5416 -0.0838  C2 1.487, O5 1.538, S6 1.827, S7 1.874
5 O 0.2381 1.6182 0.9370  C4 1.538, H13 0.972
6 S 2.4640 0.3784 -0.0743  C4 1.827, H14 1.345
7 S -0.0103 1.1456 -1.7327  C4 1.874, H15 1.359
8 H -1.8984 -1.5864 1.2865  C1 1.129
9 H -1.5206 0.2610 1.2215  C1 1.088
10 H -2.1605 -0.6093 -0.1971  C1 1.143
11 H 0.5212 -1.3103 1.0120  C2 1.070
12 H -0.1976 -1.3230 -1.5945  O3 0.994
13 H 0.8772 2.3506 0.9560  O5 0.972
14 H 2.3643 -0.8267 -0.6634  S6 1.345
15 H -0.1227 2.4207 -1.2765  S7 1.359


# 4
Molecular formula: CH8N5O
Method: DFT, ωB97M-V with the def2-TZVPD basis set

## Properties
Gap between HOMO and LUMO in eV: 10.03
Net charge: +1
Relative energy (zero: lowest compared OMol25 entry of this formula, charge and spin) in kcal/mol: 53.25
E_HOMO in eV: -13.8
Spin multiplicity: 1
Lowest unoccupied orbital energy in eV: -3.8

Bonds (Å) are listed after each position.
Cartesian coordinates (Å):
1 C 1.3332 -1.1976 -0.8099  N2 1.273, N3 1.328, H8 1.006
2 N 1.7120 0.0143 -0.9071  C1 1.273, N6 1.223
3 N 0.4202 -1.6861 0.0214  C1 1.328, H9 1.077, H10 1.032
4 N 1.7404 2.1922 -1.2888  N6 1.237, H11 1.031, H12 0.978
5 N -1.4120 -0.0942 1.4501  O7 1.454, H13 1.007, H14 1.000
6 N 2.0523 1.1656 -0.6739  N2 1.223, N4 1.237
7 O -1.8700 0.4098 0.1654  N5 1.454, H15 0.974
8 H 1.8818 -1.9143 -1.2534  C1 1.006
9 H 0.2385 -2.7443 -0.0574  N3 1.077
10 H -0.3143 -1.2039 0.5620  N3 1.032
11 H 2.3082 3.0376 -1.1251  N4 1.031
12 H 0.9892 2.2500 -1.9118  N4 0.978
13 H -1.0799 0.7184 1.9438  N5 1.007
14 H -2.1859 -0.2481 2.0640  N5 1.000
15 H -1.8772 -0.3688 -0.4200  O7 0.974